DFT (the ωB97M-V functional and the def2-TZVPD basis) results for a cluster of 13 separate species, C40H66Br12O14 in total in a non-equilibrium geometry.

CARTESIAN COORDINATES (ANGSTROEM)
Br  0.026  -0.261  6.540
Br  -5.744  0.734  3.352
Br  4.341  5.930  3.983
Br  2.778  -2.988  -2.880
Br  0.357  4.344  5.575
Br  4.801  -4.171  1.254
Br  2.822  2.284  1.453
Br  -2.229  -3.311  5.594
Br  3.101  -0.440  3.615
Br  -3.262  1.814  5.574
Br  -0.962  -3.070  -2.830
Br  0.315  -4.664  1.888
O  3.239  1.617  -2.283
O  -1.049  0.756  0.432
O  -0.903  4.248  1.287
O  -0.588  0.228  2.599
O  -3.966  -7.795  -1.110
O  -5.102  -5.825  -0.877
O  -4.209  -0.642  0.158
O  6.667  0.046  -2.573
O  -1.731  0.851  -4.007
O  -0.556  4.816  -0.908
O  -2.283  2.982  -3.562
O  3.866  3.533  -3.360
O  -3.893  -2.663  1.069
O  8.392  0.448  -1.303
C  -1.462  4.154  -5.445
C  -3.802  0.071  3.420
C  0.197  -2.001  -4.028
C  3.688  -2.722  2.034
C  -2.096  -7.326  0.180
C  5.482  -0.611  -2.466
C  -4.183  -0.958  -2.090
C  -4.671  -0.017  -1.008
C  3.105  4.779  -3.782
C  -0.702  -4.718  3.605
C  -4.142  -6.579  -0.613
C  7.331  -0.021  -1.426
C  2.983  2.787  -2.569
C  4.420  -1.665  2.799
C  -4.086  -1.973  0.062
C  0.329  2.580  6.505
C  -1.913  3.450  1.926
C  1.681  4.345  -3.698
C  5.105  -0.698  -1.027
C  -2.485  3.354  -0.408
C  6.496  -0.786  -0.389
C  -2.785  -8.407  -0.706
C  -1.261  4.193  -0.100
C  -1.389  -3.406  3.783
C  -0.702  0.204  -0.850
C  -1.112  2.670  -5.581
C  4.327  4.376  2.750
C  1.727  3.589  -2.386
C  1.428  -2.838  -4.357
C  -0.314  0.112  1.390
C  0.302  1.422  5.530
C  0.694  -0.396  -0.697
C  0.705  -0.845  0.806
C  -3.134  3.315  1.003
C  -4.181  -2.367  -1.398
C  -3.208  0.036  4.846
C  -3.124  -6.300  0.446
C  -1.699  2.047  -4.297
C  2.879  3.951  2.620
C  -2.183  4.307  -4.106
H  1.759  4.218  -1.496
H  -2.828  -5.252  0.391
H  1.178  -3.845  -4.690
H  -3.168  -9.116  0.029
H  4.867  -0.037  -3.159
H  1.242  3.794  -4.530
H  -0.548  2.649  7.149
H  4.684  4.895  1.861
H  3.302  -2.251  1.131
H  -0.537  0.878  -1.691
H  -5.150  -2.836  -1.574
H  -3.162  3.835  -1.114
H  1.207  2.566  7.151
H  -4.868  -0.897  -2.937
H  -0.504  1.486  4.798
H  -3.757  4.208  1.056
H  -3.827  -0.588  5.490
H  0.399  -1.031  -3.573
H  3.336  5.164  -4.776
H  4.685  0.143  -0.475
H  1.243  1.356  4.983
H  6.574  -0.295  0.581
H  -0.660  -2.609  3.630
H  -4.275  0.998  -0.975
H  -2.320  3.923  2.820
H  6.786  -1.824  -0.232
H  4.607  -1.625  -0.742
H  -2.312  4.248  -6.121
H  -1.319  -5.610  3.714
H  -3.335  -3.023  -1.603
H  0.443  -1.900  0.888
H  -1.293  -6.911  -0.429
H  0.856  2.934  -2.375
H  -3.233  0.700  2.735
H  2.410  3.716  3.575
H  0.950  5.144  -3.569
H  -1.504  2.522  2.324
H  1.620  -0.557  1.324
H  -3.274  -0.610  -2.580
H  4.948  -2.156  3.617
H  -3.518  -6.445  1.452
H  0.035  -4.898  4.388
H  -5.761  -0.023  -0.988
H  0.734  -1.291  -1.318
H  3.253  5.658  -3.155
H  2.888  -3.219  2.583
H  -0.391  -1.830  -4.930
H  -3.850  2.516  1.197
H  -2.189  -0.332  4.723
H  1.481  0.277  -1.039
H  -2.226  -3.408  3.085
H  -0.035  2.517  -5.634
H  -1.407  -0.575  -1.141
H  5.117  3.662  2.983
H  -2.153  2.371  -0.743
H  -2.111  -8.976  -1.347
H  2.254  4.690  2.118
H  5.172  -1.069  2.283
H  -0.634  4.844  -5.606
H  -3.196  4.643  -4.325
H  -3.817  -0.895  2.916
H  -1.522  2.264  -6.506
H  -1.650  -7.826  1.039
H  5.562  -1.596  -2.927
H  -1.612  4.972  -3.457
H  1.873  -2.338  -5.218

Atomic forces in eV per Å
0.3 0.6 -0.4
1.5 -0.5 0.0
0.1 -0.5 0.1
-1.0 0.1 -1.0
0.1 -0.7 0.1
0.0 0.6 0.5
-0.1 1.2 0.4
0.6 -0.1 -0.8
0.5 -0.7 -0.1
0.3 0.3 0.3
0.3 0.5 -0.2
-0.6 -0.3 0.6
-0.6 2.8 -0.3
0.7 -0.2 0.1
-2.0 -0.9 -2.9
0.7 0.2 -3.0
-1.1 0.3 -2.9
2.7 -2.5 0.1
0.2 -0.1 2.2
2.0 1.0 -0.2
0.3 2.2 -0.3
-1.8 -1.6 1.8
-0.1 0.1 0.8
-1.6 1.3 0.2
-0.2 1.3 -2.2
2.7 1.2 0.6
-1.2 -0.7 -0.6
-0.5 0.2 0.0
0.0 -0.9 0.4
-0.3 0.3 -1.5
2.2 -1.1 -1.3
-2.8 -0.3 -2.1
-0.2 -0.2 -1.5
0.0 -0.5 -0.3
0.2 -0.4 -0.7
1.1 -0.8 0.9
-3.4 2.8 0.5
-1.0 -1.5 0.8
1.4 -1.9 -0.7
0.7 -0.5 1.4
0.3 -1.1 1.8
-0.2 0.4 0.3
-1.4 -0.3 1.9
-1.2 1.0 1.0
0.6 -0.7 2.2
-0.3 0.2 1.6
0.2 0.3 -0.2
0.2 -0.3 4.0
3.1 2.2 -0.7
-0.7 -0.4 -0.1
1.4 -0.7 -0.7
0.5 0.3 0.7
0.1 1.4 -0.7
-0.7 -1.4 -0.6
0.0 0.6 -0.1
-1.8 -0.8 2.9
0.0 0.2 0.0
-0.3 -1.5 0.7
0.3 2.0 -1.4
0.5 0.2 -1.1
0.0 1.4 0.1
-1.3 -0.2 -1.7
-0.1 0.5 0.5
0.0 -2.2 -1.1
0.3 -0.9 -0.3
0.7 0.0 -0.4
0.0 0.0 -0.1
0.2 -0.1 0.0
0.0 0.1 0.4
0.3 -0.7 -0.1
-0.9 -0.2 0.5
0.8 -0.5 0.0
0.0 -0.2 -0.3
-0.3 -0.4 -0.2
-0.4 -0.2 0.1
-1.1 0.9 0.5
0.2 -0.4 0.1
0.5 -0.1 -0.2
0.0 0.0 -0.2
-0.3 -0.4 0.0
0.0 0.0 0.3
0.2 0.3 0.3
0.4 0.0 0.0
0.1 -0.3 0.1
0.8 -0.9 -0.1
-0.8 0.3 -1.0
0.0 -0.2 0.2
0.1 0.1 -0.1
-0.5 0.3 0.3
-0.1 -0.1 -0.4
0.6 0.6 0.1
0.5 0.0 -0.3
-0.6 0.2 -0.4
0.7 0.9 -0.8
-0.4 0.2 -0.8
-0.4 0.0 -0.3
-0.1 0.2 0.4
0.3 0.2 0.2
0.1 -0.2 0.7
-0.2 0.3 0.3
0.2 -0.3 -0.2
0.3 0.6 0.0
0.2 -0.2 -0.6
0.1 -0.6 0.0
0.5 -0.3 0.6
-0.1 0.3 0.2
-0.6 0.1 -0.1
0.4 0.4 -0.2
-0.1 0.3 0.1
0.2 0.1 -0.1
0.4 -0.5 0.7
0.3 0.2 0.0
0.0 -0.1 0.1
0.5 -0.4 0.1
0.0 0.2 0.4
0.1 0.1 0.5
0.0 0.7 0.0
0.0 -0.3 0.2
-0.3 0.2 0.2
-0.6 -0.2 0.6
-0.1 0.2 -0.2
-0.6 0.7 -1.0
0.2 -0.1 -0.1
-0.5 -0.1 -0.4
-0.3 0.0 -0.1
0.1 0.2 0.7
-0.2 -0.2 0.4
-0.1 -0.4 0.4
0.0 0.3 0.1
0.1 -0.4 0.2
-0.4 -0.2 0.5
0.6 0.0 0.3

Net charge   0
2S+1   1
Orbital gap   9.58 eV
LUMO level   0.007 eV